Here is a structure of composition C27H57B2N2O9Pt2S4 from the Open Molecules 2025 dataset. Energies are from ωB97M-V/def2-TZVPD.

Positions of all 103 atoms, in Å:
Pt -14.036 6.251 -13.501
Pt -13.927 8.895 -15.723
S -21.886 8.228 -19.491
S -14.821 2.804 -13.106
S -17.382 5.907 -12.471
S -15.361 9.225 -19.053
O -14.953 4.265 -13.334
O -14.705 9.153 -17.773
O -16.249 6.675 -13.013
O -22.461 8.418 -20.819
O -14.206 2.353 -11.935
O -17.113 4.777 -11.621
O -14.860 6.757 -15.607
O -21.851 9.327 -18.562
O -16.847 9.240 -19.136
N -9.543 5.840 -19.995
N -15.854 2.091 -19.053
C -16.474 2.791 -20.087
C -17.910 2.430 -20.132
C -15.267 1.406 -15.366
C -14.505 7.925 -20.263
C -13.238 8.629 -20.511
C -9.725 4.340 -18.301
C -16.938 1.461 -18.398
C -20.331 7.203 -19.446
C -10.888 5.784 -19.707
C -13.996 2.077 -14.723
C -8.856 5.147 -19.096
C -16.721 5.407 -16.646
C -20.451 6.244 -18.221
C -13.605 9.993 -21.098
C -16.145 0.826 -14.256
C -18.139 1.654 -19.008
C -10.956 4.926 -18.595
C -22.780 6.815 -18.566
C -14.401 5.216 -17.462
C -18.488 7.107 -11.804
C -19.246 6.804 -14.285
C -15.367 6.128 -16.794
C -19.525 7.469 -12.887
C -21.750 6.522 -17.534
C -18.487 5.527 -13.827
C -16.496 1.955 -13.273
C -14.624 10.667 -20.089
B -11.993 5.229 -13.399
B -11.768 8.390 -16.276
H -20.006 6.500 -15.004
H -14.356 7.069 -19.604
H -15.778 6.874 -17.475
H -11.933 4.548 -18.330
H -16.557 4.662 -15.867
H -19.643 8.524 -13.137
H -14.710 4.858 -18.444
H -12.116 9.384 -16.041
H -11.594 6.402 -20.242
H -13.276 1.313 -14.430
H -22.799 6.050 -19.342
H -14.238 11.453 -19.439
H -23.800 6.973 -18.215
H -15.496 11.195 -20.476
H -12.746 10.659 -21.174
H -18.026 7.969 -11.325
H -15.023 7.824 -21.216
H -9.130 6.433 -20.701
H -18.540 7.328 -14.930
H -15.010 0.729 -16.180
H -17.522 6.066 -16.311
H -15.659 0.025 -13.700
H -13.709 6.042 -17.624
H -16.691 1.006 -17.450
H -14.866 2.187 -18.866
H -12.869 8.749 -19.493
H -14.097 9.989 -22.070
H -20.500 7.116 -12.552
H -17.004 1.772 -12.326
H -18.543 2.851 -20.900
H -20.493 5.235 -18.632
H -20.205 6.585 -20.335
H -19.197 4.825 -13.390
H -12.486 4.954 -14.318
H -13.877 4.516 -16.811
H -9.471 3.578 -17.579
H -17.799 4.933 -14.428
H -12.440 4.798 -12.516
H -12.183 6.288 -13.328
H -13.617 2.970 -15.220
H -18.925 6.524 -10.994
H -19.457 7.853 -19.416
H -17.080 0.366 -14.576
H -10.769 8.457 -16.678
H -19.646 6.426 -17.509
H -17.119 4.895 -17.522
H -22.215 5.686 -17.011
H -7.782 5.031 -19.082
H -15.806 2.175 -15.920
H -11.650 7.820 -15.368
H -15.868 3.215 -20.875
H -12.390 7.890 -17.001
H -17.083 2.639 -13.886
H -19.149 1.469 -18.674
H -12.495 8.220 -21.197
H -21.701 7.160 -16.651
H -10.927 5.078 -13.465

Computed properties:
spin multiplicity: 5
lowest unoccupied orbital energy (alpha / beta): -3.99 / -5.41 eV
charge: +1
frontier orbital gap (alpha / beta): 5.9 / 4.5 eV
highest occupied orbital energy (alpha / beta): -0.3647 / -0.3647 Ha
ΔE to the lowest compared entry with this formula, charge and spin: 438.76 kJ/mol

Here is a cluster of 2 separate species, C4H4O3 in total from the Open Molecules 2025 dataset. Energies are from ωB97M-V/def2-TZVPD.

Positions of all 11 atoms, in Å:
O -0.828 -2.099 -0.145
O 1.424 -1.677 1.497
O 1.224 1.002 -0.710
C -1.101 -1.000 -0.393
C 1.384 -0.596 1.049
C 1.355 0.655 0.612
C -1.422 0.235 -0.745
H 1.386 1.428 1.374
H -1.722 0.932 0.027
H -1.715 0.384 -1.775
H 0.254 0.909 -0.905

Computed properties:
spin multiplicity: 1
structure (SMILES): O=C=CO.C=C=O
lowest unoccupied orbital energy: 0.47 eV
frontier orbital gap: 9.3 eV
highest occupied orbital energy: -0.3238 Ha
ΔE to the lowest compared entry with this formula, charge and spin: 288.92 kJ/mol

Here is an isolated molecule of C19H17N7O from the Open Molecules 2025 dataset. Energies are from ωB97M-V/def2-TZVPD.

Positions of all 44 atoms, in Å:
O 4.014 -0.244 -2.494
N -0.748 -2.799 -1.066
N -1.732 2.128 3.004
N 1.498 -3.360 -0.954
N 2.752 -2.880 -0.895
N -3.837 -0.928 -1.987
N -2.940 -2.401 -3.350
N -3.423 4.918 1.710
C -4.115 -1.993 -3.889
C -2.823 0.200 -0.066
C -3.047 2.632 0.604
C -1.759 -1.821 -1.124
C 1.344 -1.214 -1.148
C 3.759 -0.474 -1.159
C -2.257 3.410 2.791
C 2.696 -1.509 -1.130
C -2.772 -1.740 -2.225
C -2.088 4.844 3.433
C 3.877 -3.680 -0.247
C -1.796 -0.865 -0.203
C -3.778 0.115 -1.034
C -2.641 1.300 0.929
C -3.005 5.608 2.858
C -2.034 1.093 2.169
C 0.609 -2.430 -1.108
C -4.684 -1.029 -3.076
C -2.945 3.578 1.596
H 3.343 -4.565 0.112
H 4.650 -3.956 -0.984
H -1.682 0.046 2.390
H -5.642 -0.472 -3.169
H -0.942 -0.786 0.499
H 3.375 0.488 -0.732
H -4.518 0.917 -0.978
H -3.535 2.869 -0.274
H 4.330 -3.172 0.645
H 0.851 -0.355 -1.496
H -0.951 -3.637 -1.626
H 3.215 -0.324 -3.084
H -4.028 5.331 1.060
H -3.242 6.614 3.208
H -1.434 5.031 4.191
H -4.494 -2.403 -4.828
H 4.688 -0.804 -0.628

Computed properties:
spin multiplicity: 1
structure (SMILES): Cn1nc(Nc2cc(-c3cnc4cc[nH]c4c3)cn3ccnc23)cc1CO
lowest unoccupied orbital energy: 0.16 eV
frontier orbital gap: 8.0 eV
highest occupied orbital energy: -0.2863 Ha
ΔE to the lowest compared entry with this formula, charge and spin: 261.75 kJ/mol

Here is the ion C4H9NO4PS with charge +1 from the Open Molecules 2025 dataset. Energies are from ωB97M-V/def2-TZVPD.

Positions of all 20 atoms, in Å:
S 1.125 -0.321 2.336
P -0.517 -0.865 -1.763
O 1.001 -0.664 -1.275
O -1.188 -1.636 -0.523
O -0.583 0.781 -1.424
O -0.818 -1.328 -3.096
N 1.565 1.591 -1.352
C -1.381 0.486 1.514
C 0.631 0.578 -0.710
C -0.265 -0.541 1.397
C -0.511 -1.752 0.646
H -1.120 -2.495 1.296
H 1.036 2.426 -1.658
H 2.082 1.132 -2.240
H 0.410 -2.284 0.577
H 2.322 1.780 -0.621
H -0.905 1.555 1.496
H 0.778 0.979 2.541
H -1.766 0.358 0.497
H -1.897 0.221 2.361

Computed properties:
spin multiplicity: 1
lowest unoccupied orbital energy (alpha / beta): -5.40 / -5.40 eV
charge: +1
frontier orbital gap (alpha / beta): 7.0 / 7.0 eV
highest occupied orbital energy (alpha / beta): -0.4552 / -0.4553 Ha
ΔE to the lowest compared entry with this formula, charge and spin: 436.43 kJ/mol

Here is a structure of composition C61H44FNOP2S3V from the Open Molecules 2025 dataset. Energies are from ωB97M-V/def2-TZVPD.

Positions of all 114 atoms, in Å:
V -0.474 0.491 0.364
S -0.570 0.980 -1.788
S 0.380 -1.690 0.191
S 0.930 1.904 -4.190
P -2.612 -0.724 0.161
P 1.744 0.598 1.532
F -3.687 4.837 2.916
O 1.187 -2.025 1.395
N 1.419 2.843 -1.836
C -4.354 -0.512 3.902
C 4.675 0.370 -2.048
C 4.726 0.755 4.338
C 5.439 0.115 -3.325
C 4.933 1.180 -0.980
C -3.122 -1.020 1.891
C 0.544 -4.282 -0.286
C 1.361 2.306 2.094
C -0.342 -3.226 -0.271
C 2.933 0.075 2.862
C 0.605 4.719 3.287
C 4.471 -0.734 -4.191
C 3.236 -1.258 3.149
C -2.771 -2.433 -0.499
C 3.702 1.080 3.461
C 3.997 1.217 0.068
C -1.909 -7.019 -1.423
C 4.261 -1.571 4.033
C 3.248 4.435 -2.343
C 2.299 3.477 -2.706
C -3.926 0.085 -0.821
C -1.897 1.767 2.464
C -3.862 -1.663 4.503
C 5.001 -0.570 4.639
C -3.394 -6.581 -1.551
C 2.849 0.450 0.093
C -4.716 0.602 -3.045
C 0.930 4.675 1.944
C 0.635 3.549 4.044
C -3.386 -5.106 -1.230
C -5.147 0.510 -0.305
C -6.132 1.002 -1.151
C 0.671 2.014 -2.466
C 0.983 2.352 3.450
C 3.506 -0.418 -2.039
C -2.074 -4.695 -0.934
C -4.057 -2.862 -0.780
C 1.317 3.478 1.345
C -3.972 -0.179 2.611
C -1.885 1.674 1.068
C -2.498 2.842 3.090
C -1.719 -3.381 -0.575
C 3.351 -1.116 -3.253
C -2.608 -2.161 2.516
C 3.008 3.618 -5.037
C -5.915 1.062 -2.519
C 2.269 -1.935 -3.421
C -2.968 -2.473 3.819
C -3.733 0.108 -2.205
C 2.186 3.084 -4.046
C 1.370 -2.083 -2.348
C 2.590 -0.461 -0.975
C -2.546 2.654 0.309
C -1.171 -5.774 -0.992
C 3.949 4.555 -4.657
C 0.143 -5.575 -0.654
C -3.165 3.724 0.931
C -4.386 -4.179 -1.153
C 4.066 4.962 -3.320
C 1.526 -1.404 -1.159
C -3.116 3.802 2.310
H -2.830 -0.293 -2.635
H -1.780 -7.824 -0.700
H 2.905 3.320 -6.075
H 2.683 -2.054 2.692
H 5.823 1.797 -0.928
H 5.745 1.038 -3.815
H 3.330 4.751 -1.309
H -6.686 1.445 -3.177
H -5.422 -4.429 -1.354
H 6.349 -0.447 -3.101
H -5.028 0.139 4.444
H 0.537 -2.762 -2.468
H -4.310 0.755 2.186
H 4.806 5.707 -3.058
H 5.787 -0.818 5.343
H -4.872 -2.154 -0.706
H -2.585 2.583 -0.766
H 0.389 3.572 5.100
H -4.175 -1.926 5.507
H -4.554 0.613 -4.116
H -1.448 0.998 3.081
H 0.898 5.580 1.347
H -3.677 4.491 0.365
H 4.063 -0.139 -5.013
H 0.999 1.451 4.051
H 5.308 1.551 4.786
H 4.477 -2.611 4.244
H 4.185 1.894 0.894
H 1.585 3.460 0.301
H 3.529 2.123 3.242
H -1.927 -2.818 1.988
H -2.507 2.937 4.169
H 4.603 4.988 -5.406
H -7.077 1.328 -0.736
H 1.576 -4.099 -0.006
H -3.792 -6.765 -2.549
H -2.557 -3.355 4.294
H 0.323 5.659 3.748
H -4.035 -7.123 -0.855
H -5.361 0.444 0.750
H -1.513 -7.385 -2.371
H 4.951 -1.604 -4.638
H 2.091 -2.474 -4.344
H 0.869 -6.380 -0.660

Computed properties:
spin multiplicity: 2
lowest unoccupied orbital energy (alpha / beta): -6.77 / -6.04 eV
charge: +2
frontier orbital gap (alpha / beta): 5.9 / 6.7 eV
highest occupied orbital energy (alpha / beta): -0.4673 / -0.4674 Ha
ΔE to the lowest compared entry with this formula, charge and spin: 171.54 kJ/mol

Here is an isolated molecule of C5H10S2 from the Open Molecules 2025 dataset. Energies are from ωB97M-V/def2-TZVPD.

Positions of all 17 atoms, in Å:
S 2.018 -2.144 -0.045
S -2.485 -1.544 -0.115
C -1.510 -0.005 0.175
C 1.070 0.502 0.397
C 0.913 -0.764 -0.389
C 0.976 1.846 -0.280
C -0.129 -0.382 0.625
H -0.128 -0.956 1.545
H 1.093 -3.095 -0.172
H 0.558 2.584 0.402
H 0.661 -0.687 -1.438
H 1.809 0.474 1.189
H -2.025 0.569 0.945
H -1.496 0.554 -0.760
H -3.646 -0.932 -0.331
H 0.353 1.803 -1.170
H 1.969 2.177 -0.577

Computed properties:
spin multiplicity: 1
structure (SMILES): C[C@@H]1[C@@H](S)[C@@H]1CS
lowest unoccupied orbital energy: 0.83 eV
frontier orbital gap: 9.8 eV
highest occupied orbital energy: -0.3304 Ha
ΔE to the lowest compared entry with this formula, charge and spin: 28.51 kJ/mol

Here is the ion C2H5N2S3 with charge +1 from the Open Molecules 2025 dataset. Energies are from ωB97M-V/def2-TZVPD.

Positions of all 12 atoms, in Å:
S 1.402 2.758 1.749
S 0.237 3.749 0.503
S -0.563 -1.641 -2.143
N 1.139 0.894 1.462
N -0.508 -0.325 0.159
C 0.525 -0.144 0.919
C -1.169 -1.086 -0.635
H 1.857 0.595 2.113
H -2.207 -1.280 -0.394
H 1.071 3.868 -0.555
H 0.955 -1.091 1.271
H -1.702 -2.183 -2.578

Computed properties:
spin multiplicity: 1
lowest unoccupied orbital energy: -4.31 eV
charge: +1
frontier orbital gap: 9.0 eV
highest occupied orbital energy: -0.4893 Ha
ΔE to the lowest compared entry with this formula, charge and spin: 120.55 kJ/mol

Here is a structure of composition C17H36AsN5Si2TeTi from the Open Molecules 2025 dataset. Energies are from ωB97M-V/def2-TZVPD.

Positions of all 63 atoms, in Å:
Te -0.007 0.088 -1.388
As 2.757 -0.362 0.240
Ti 0.278 -0.813 1.129
Si -2.318 0.810 1.160
Si -1.340 1.568 -4.444
N 0.788 -0.950 3.187
N 0.250 -2.867 1.532
N 0.757 -5.011 1.534
N 1.626 -1.511 5.761
N 1.161 -4.535 2.754
C -1.713 0.519 -2.876
C -0.321 0.881 -5.861
C -0.836 1.483 0.239
C -3.777 1.417 0.152
C 0.933 0.040 4.139
C 0.252 -4.028 0.809
C 0.827 -3.273 2.710
C 3.660 -0.919 -1.433
C 1.364 -0.223 5.392
C -2.406 -1.092 1.231
C -2.469 1.859 2.722
C 3.421 1.530 0.334
C -0.597 3.183 -3.926
C 4.084 -1.246 1.427
C 1.074 -2.201 3.643
C -3.107 1.892 -5.082
C 1.465 -2.515 4.941
H -2.183 -1.575 0.254
H 5.124 -0.890 1.196
H 0.091 -0.112 -5.629
H 4.617 -0.358 -1.539
H -2.142 -0.468 -3.027
H 4.032 1.777 -0.540
H -2.292 1.325 3.627
H 3.823 -2.022 -1.390
H 0.001 3.625 -4.728
H 4.048 1.646 1.250
H -3.660 2.450 -0.202
H -4.082 0.839 -0.728
H -4.635 1.468 0.811
H -0.086 -4.110 -0.198
H 3.984 -2.308 1.220
H -1.387 3.873 -3.618
H 3.822 -0.988 2.453
H 1.659 -3.513 5.339
H -1.752 -1.535 2.003
H -1.257 2.317 -0.408
H 0.721 1.047 3.854
H 1.575 0.535 6.146
H -2.514 0.995 -2.229
H -3.149 2.570 -5.967
H -3.456 2.292 2.811
H -0.103 1.878 0.924
H 0.863 -6.017 1.328
H -1.784 2.706 2.765
H 0.515 1.552 -6.150
H 2.946 -0.639 -2.239
H 2.565 2.208 0.414
H -0.955 0.756 -6.756
H 0.028 2.979 -3.037
H -3.728 2.307 -4.265
H -3.622 0.953 -5.367
H -3.433 -1.288 1.591

Computed properties:
spin multiplicity: 2
lowest unoccupied orbital energy (alpha / beta): -11.47 / -11.13 eV
charge: +3
frontier orbital gap (alpha / beta): 5.8 / 6.2 eV
highest occupied orbital energy (alpha / beta): -0.6356 / -0.6358 Ha

Here is the ion C20H37BI2N4O9P3S2 with charge +1 from the Open Molecules 2025 dataset. Energies are from ωB97M-V/def2-TZVPD.

Positions of all 78 atoms, in Å:
I -5.214 1.176 -2.106
I -2.000 4.226 -2.180
S 5.863 0.518 2.236
S 1.268 -4.819 -0.879
P -1.342 -1.937 1.954
P -2.665 -0.850 3.262
P 1.141 -0.589 1.041
O -3.481 -2.050 4.186
O -2.888 -4.352 -2.169
O -3.753 -0.014 2.595
O 6.737 -2.263 1.920
O 0.324 -2.453 -3.210
O 1.196 -0.483 -2.122
O 1.271 0.016 2.620
O -1.854 0.108 4.448
O 2.122 -1.983 0.991
N -1.035 -3.112 -0.304
N 7.143 -1.093 0.102
N -2.335 -1.318 -1.419
N 7.565 -2.346 -0.182
C 3.038 2.518 1.592
C -1.198 0.525 0.117
C 5.514 1.837 0.977
C -0.935 -1.716 -0.911
C 4.576 3.018 1.564
C -3.496 -2.144 -0.923
C 6.583 -0.949 1.416
C -2.569 -1.285 -2.894
C 1.981 3.655 1.205
C 0.010 -3.822 -0.513
C -2.510 0.047 -0.737
C -2.244 2.059 -2.574
C -2.910 2.056 -4.052
C -0.637 2.990 1.126
C -1.351 1.570 1.291
C 0.759 3.018 0.365
C 7.303 -3.153 0.976
C -3.107 1.313 -1.440
C -3.892 -3.478 -1.663
C -0.657 -0.921 0.510
B 0.241 -1.565 -2.070
H -1.176 1.662 -2.665
H -0.421 3.366 2.194
H 2.185 -2.355 1.905
H -3.712 2.860 -4.169
H -3.232 -0.125 0.145
H 3.004 1.608 0.893
H -2.058 -0.445 -3.458
H -3.218 2.111 -0.617
H -3.465 -2.367 0.205
H -2.580 0.545 4.957
H -4.588 -3.210 -2.539
H 0.712 0.256 -2.550
H -4.431 -1.476 -1.019
H -4.562 -4.087 -0.951
H -2.241 -2.238 -3.446
H -3.683 -1.181 -3.153
H -3.950 -1.627 4.935
H -2.058 2.390 -4.752
H -3.225 1.031 -4.411
H 2.532 4.369 0.491
H 2.800 2.134 2.637
H -1.021 1.176 2.317
H 7.509 -4.253 1.095
H -2.672 -4.982 -1.450
H -2.475 1.784 1.416
H 0.478 -0.137 3.180
H 4.887 3.116 2.663
H 0.581 -1.884 -3.966
H -1.420 3.721 0.730
H 1.630 4.285 2.080
H 1.128 2.023 -0.035
H 4.728 3.977 0.971
H 5.039 1.332 0.074
H 0.626 3.697 -0.554
H 6.530 2.244 0.629
H -0.551 0.934 -0.727
H -0.188 -2.210 2.795

Computed properties:
spin multiplicity: 1
structure (SMILES): C[C@@H](I)[C@@H](I)[C@@H]1[C@@H](CCCCCCCSc2nnco2)[C@](PP(=O)(O)O)(P(O)O)[C@](N=C=S)(B(O)O)[N@@+]1(C)CCO
lowest unoccupied orbital energy: -3.46 eV
charge: +1
frontier orbital gap: 6.7 eV
highest occupied orbital energy: -0.3726 Ha

Here is a structure of composition C5H6N2O from the Open Molecules 2025 dataset. Energies are from ωB97M-V/def2-TZVPD.

Positions of all 14 atoms, in Å:
O -0.147 -1.903 0.847
N 0.519 0.226 -0.014
N 2.525 -0.715 0.431
C -0.423 -0.526 0.467
C -1.465 1.057 -0.829
C -0.048 1.220 -0.689
C -1.663 -0.214 -0.239
C 1.945 0.305 0.138
H -2.668 -0.565 -0.191
H -2.413 1.443 -1.504
H 0.560 1.873 -1.332
H 2.140 -1.605 0.840
H -1.057 -2.092 1.744
H 2.195 1.495 0.331

Computed properties:
spin multiplicity: 1
lowest unoccupied orbital energy: 0.16 eV
frontier orbital gap: 8.0 eV
highest occupied orbital energy: -0.2891 Ha
ΔE to the lowest compared entry with this formula, charge and spin: 489.09 kJ/mol

Which value of spin multiplicity does entry 4 give? 1